The following is a DFT calculation (ωB97M-V/def2-TZVPD) of 2 unconnected molecules or ions with the total composition C2H5FO.

Geometry as XYZ:
```
9
Properties=species:S:1:pos:R:3:forces:R:3
C -0.978 -0.158 0.463 1.179 -1.548 -0.304
C 0.437 -0.040 -0.123 0.532 -3.272 -2.627
O 0.633 1.034 -0.902 -2.329 0.653 0.387
F 1.371 -0.126 0.815 0.788 0.191 1.349
H -1.420 0.770 0.578 -0.620 2.274 -0.131
H -1.655 -0.749 -0.128 0.046 -0.319 -0.402
H -0.977 -0.555 1.473 0.484 -0.427 -0.042
H 1.044 -1.313 -1.118 -1.902 2.353 2.190
H 1.545 1.137 -1.057 1.822 0.094 -0.422
```
Positions in Å, forces in eV/Å.

Multiplicity: 1
Total charge: 0
ΔE to the lowest compared entry with this formula, charge and spin: 199.4 kJ/mol

---

The following is a DFT calculation (ωB97M-V/def2-TZVPD) of a molecular structure, C2H5FS.

Geometry as XYZ:
```
9
Properties=species:S:1:pos:R:3:forces:R:3
C 0.329 -0.437 -0.712 -0.744 -6.244 -2.438
C -1.176 -0.824 -0.319 0.343 -1.186 -0.991
H 2.206 -0.541 0.986 -2.423 2.599 -1.372
H 0.888 -1.728 -0.580 -1.467 4.163 -1.316
H 0.467 0.075 -1.746 -0.738 -1.561 1.449
H -1.859 -1.135 -1.242 1.329 1.674 1.763
H -1.249 -2.071 0.232 0.214 4.567 -0.297
F -1.567 0.477 0.309 -0.706 -3.393 -0.791
S 1.171 0.542 0.359 4.192 -0.619 3.994
```
Positions in Å, forces in eV/Å.

Multiplicity: 1
Total charge: 0
ΔE to the lowest compared entry with this formula, charge and spin: 383.0 kJ/mol

---

The following is a DFT calculation (ωB97M-V/def2-TZVPD) of a single C2H5I2NO3S molecule.

Geometry as XYZ:
```
14
Properties=species:S:1:pos:R:3:forces:R:3
C 0.212 -0.786 0.994 -3.060 0.735 1.109
C -1.090 0.057 0.145 1.456 -1.630 1.596
N 1.388 -0.124 1.030 2.096 -2.053 -1.955
O -1.518 0.404 -2.341 -0.993 1.110 -0.994
O -0.037 -1.402 -1.694 0.386 1.013 0.513
O 0.759 0.900 -1.615 0.245 0.652 -0.367
S -0.492 -0.047 -1.486 -0.278 -2.707 -1.812
I -0.557 -0.784 3.105 -0.332 -0.334 0.061
I -0.972 2.101 0.548 -0.683 0.907 1.017
H 0.317 -1.850 0.757 -0.437 0.618 -0.423
H -2.192 -0.325 0.241 2.423 0.463 -0.223
H 2.225 -0.690 0.727 -1.326 1.550 0.769
H 1.447 0.735 1.509 0.493 0.752 0.364
H 0.511 1.810 -1.921 0.008 -1.076 0.344
```
Positions in Å, forces in eV/Å.

Multiplicity: 1
Total charge: 0

---

In eV, the Kohn-Sham gap values for the records above are, in order, 10.34; 9.11; 9.17.